Record 1
{
  "formula": "C19H25FN2O6S",
  "method": "wB97M-V/def2-TZVPD",
  "spin_multiplicity": 1,
  "total_charge": 0,
  "smiles": "CC[C@H](C)N(C(=O)COC(=O)CNC(=O)c1ccccc1F)[C@H]1CCS(=O)(=O)C1",
  "de_lowest_kj_mol": 0.00,
  "symbols": ["C", "C", "C", "C", "N", "C", "O", "C", "O", "C", "O", "C", "N", "C", "O", "C", "C", "C", "C", "C", "C", "F", "C", "C", "C", "S", "O", "O", "C", "H", "H", "H", "H", "H", "H", "H", "H", "H", "H", "H", "H", "H", "H", "H", "H", "H", "H", "H", "H", "H", "H", "H", "H", "H"],
  "xyz": [[-3.639, -1.643, -1.655], [-4.106, -0.991, -0.358], [-3.114, -1.222, 0.792], [-3.683, -0.770, 2.139], [-1.834, -0.578, 0.517], [-0.689, -1.240, 0.259], [0.336, -0.675, -0.071], [-0.666, -2.773, 0.405], [0.678, -3.180, 0.241], [1.184, -3.012, -0.986], [0.518, -2.819, -1.969], [2.705, -3.063, -0.967], [3.186, -1.700, -0.979], [3.686, -1.105, 0.137], [3.937, -1.705, 1.157], [3.921, 0.365, -0.045], [2.887, 1.197, -0.465], [3.069, 2.564, -0.577], [4.304, 3.120, -0.280], [5.351, 2.313, 0.132], [5.147, 0.949, 0.252], [6.183, 0.179, 0.630], [-1.813, 0.881, 0.427], [-0.834, 1.516, 1.433], [-0.895, 3.014, 1.229], [-1.171, 3.187, -0.572], [0.005, 3.684, -1.229], [-2.401, 3.899, -0.792], [-1.439, 1.422, -0.944], [-2.640, -1.306, -1.925], [-3.619, -2.726, -1.554], [-4.315, -1.392, -2.467], [-4.254, 0.078, -0.517], [-5.068, -1.415, -0.065], [-2.928, -2.295, 0.856], [-4.041, 0.255, 2.107], [-4.519, -1.408, 2.410], [-2.924, -0.852, 2.913], [-0.955, -3.092, 1.406], [-1.294, -3.238, -0.363], [3.072, -3.599, -1.846], [3.058, -3.525, -0.042], [2.882, -1.121, -1.747], [1.925, 0.760, -0.678], [2.248, 3.187, -0.900], [4.454, 4.185, -0.370], [6.322, 2.722, 0.362], [-2.818, 1.237, 0.664], [0.173, 1.151, 1.230], [-1.105, 1.235, 2.451], [0.023, 3.526, 1.494], [-1.747, 3.478, 1.718], [-2.231, 1.339, -1.680], [-0.510, 1.002, -1.314]],
  "forces_ev_per_a": [[-0.156, 0.148, 0.156], [0.280, -0.333, -0.019], [-0.417, 0.047, 0.119], [0.158, -0.210, -0.186], [-0.048, 0.269, -0.083], [-0.039, -0.394, 0.075], [0.191, 0.134, 0.052], [0.026, 0.095, -0.310], [-0.076, -0.142, 0.467], [0.325, -0.187, -0.453], [-0.001, -0.049, 0.040], [-0.110, -0.032, 0.122], [-0.141, -0.162, -0.361], [0.122, 0.153, -0.208], [0.052, -0.076, 0.255], [0.170, 0.125, 0.231], [0.119, 0.039, 0.010], [-0.034, 0.127, -0.064], [-0.035, -0.071, 0.018], [0.067, -0.185, 0.069], [-0.095, 0.050, -0.075], [-0.140, 0.050, -0.021], [0.243, -0.238, 0.307], [-0.041, -0.296, 0.213], [-0.115, -0.057, -0.649], [-0.134, 0.141, -0.096], [0.403, -0.193, 0.000], [-0.392, -0.092, 0.164], [0.095, 0.695, 0.216], [0.123, 0.002, -0.102], [0.036, -0.131, -0.035], [-0.009, -0.026, -0.132], [-0.067, 0.098, 0.102], [-0.060, 0.087, 0.050], [0.008, 0.033, -0.024], [-0.053, 0.135, -0.001], [-0.120, -0.021, 0.042], [0.047, 0.001, 0.121], [-0.046, 0.017, -0.112], [-0.022, 0.067, 0.204], [-0.131, 0.014, 0.143], [-0.006, 0.007, -0.194], [0.116, 0.035, 0.095], [-0.117, -0.066, -0.027], [-0.026, 0.025, -0.010], [0.024, 0.096, -0.010], [0.105, 0.005, 0.019], [0.032, -0.082, 0.003], [-0.087, -0.001, 0.052], [0.016, 0.020, -0.003], [0.075, 0.105, -0.073], [-0.081, 0.074, -0.038], [-0.083, 0.146, -0.084], [0.047, 0.003, 0.024]]
}



Record 2
{
  "formula": "C19H25IN3O2",
  "method": "wB97M-V/def2-TZVPD",
  "spin_multiplicity": 1,
  "total_charge": 1,
  "smiles": "[H]/N=C(\\C)C[n+]1cc(CC(=O)I)c2c(N)ccc(CCCOC)c2c1C",
  "e_tot_ha": -1351.08373,
  "symbols": ["H", "N", "C", "C", "C", "N", "C", "C", "C", "C", "O", "I", "C", "C", "N", "C", "C", "C", "C", "C", "C", "O", "C", "C", "C", "C", "H", "H", "H", "H", "H", "H", "H", "H", "H", "H", "H", "H", "H", "H", "H", "H", "H", "H", "H", "H", "H", "H", "H", "H"],
  "xyz": [[-2.656, -4.181, -0.923], [-2.129, -3.381, -1.304], [-2.960, -2.537, -1.784], [-4.513, -2.884, -1.688], [-2.564, -1.158, -2.420], [-1.893, -0.270, -1.417], [-2.816, 0.375, -0.544], [-2.401, 1.274, 0.497], [-3.561, 1.856, 1.397], [-3.660, 0.956, 2.708], [-2.729, 0.319, 3.116], [-5.494, 0.846, 3.895], [-0.941, 1.586, 0.651], [-0.467, 2.511, 1.701], [-1.311, 3.191, 2.659], [0.994, 2.792, 1.829], [1.890, 2.111, 0.880], [1.444, 1.184, -0.191], [2.606, 0.644, -1.080], [3.278, -0.691, -0.470], [4.700, -0.393, 0.169], [4.940, -1.152, 1.361], [6.373, -1.257, 1.476], [-0.007, 0.877, -0.311], [-0.526, -0.095, -1.347], [0.336, -0.911, -2.335], [-4.694, -3.975, -1.536], [-4.934, -2.260, -0.839], [-5.026, -2.483, -2.616], [-3.538, -0.637, -2.668], [-2.005, -1.229, -3.384], [-3.915, 0.179, -0.666], [-4.527, 1.700, 0.847], [-3.437, 2.943, 1.628], [-0.716, 3.688, 3.335], [-1.723, 2.431, 3.227], [1.409, 3.501, 2.586], [2.987, 2.333, 0.999], [3.443, 1.408, -1.028], [2.379, 0.559, -2.170], [3.323, -1.526, -1.221], [2.595, -0.998, 0.380], [4.834, 0.700, 0.402], [5.462, -0.676, -0.618], [6.696, -1.588, 2.499], [6.732, -2.034, 0.746], [6.912, -0.289, 1.263], [-0.158, -1.770, -2.843], [1.183, -1.361, -1.734], [0.787, -0.230, -3.115]],
  "forces_ev_per_a": [[0.495, 0.346, -0.199], [-0.251, 1.252, -0.539], [-1.292, -1.590, 0.519], [0.562, 1.931, -0.597], [-1.137, -0.148, -0.011], [0.674, 0.789, 0.641], [1.276, 1.723, 2.004], [0.125, -1.103, -1.596], [-0.161, -1.167, -0.464], [1.091, 0.019, 0.129], [-0.904, 0.773, -0.625], [0.429, 0.311, -0.730], [-0.611, -0.392, -0.073], [3.124, 0.263, -0.181], [0.465, -1.715, -0.030], [-1.507, -2.377, -2.851], [-1.750, -0.173, -0.159], [-0.165, 1.349, 1.420], [1.141, 0.151, 0.350], [-0.714, 0.493, 1.000], [-0.361, -0.276, -0.939], [0.850, 0.644, -0.859], [0.804, -0.550, 0.270], [0.877, 0.476, 0.426], [-1.589, 0.648, 0.846], [0.883, 0.147, 0.614], [0.187, 1.052, -0.145], [0.352, -0.915, -0.774], [0.400, -0.784, 0.963], [1.181, -0.513, 0.221], [-0.313, -0.059, 1.088], [1.490, -0.016, -0.164], [0.821, 0.325, 0.491], [-0.086, -1.079, -0.009], [-0.244, -0.082, -0.617], [-0.108, 0.669, -0.298], [-0.570, -0.802, -0.727], [-1.300, -0.399, -0.382], [-1.186, -0.614, -0.140], [0.000, 0.033, 1.153], [0.073, 0.841, 0.769], [0.831, -0.012, -0.915], [-0.223, -0.860, -0.243], [-0.583, 0.399, 0.778], [-0.755, 0.307, -0.880], [-0.184, 0.731, 0.551], [-0.710, -0.790, 0.165], [0.078, 0.874, 0.683], [-0.942, 0.568, -0.766], [-0.562, -0.700, 0.834]]
}



Record 3
{
  "formula": "C19H25MnN3SSi",
  "method": "wB97M-V/def2-TZVPD",
  "spin_multiplicity": 4,
  "total_charge": 2,
  "de_lowest_kj_mol": 11.79,
  "symbols": ["C", "C", "C", "H", "C", "C", "H", "H", "H", "H", "Mn", "C", "H", "H", "H", "Si", "C", "C", "H", "C", "H", "C", "H", "C", "H", "C", "H", "C", "C", "H", "C", "H", "C", "H", "C", "H", "C", "H", "H", "H", "N", "N", "C", "N", "S", "H", "H", "H", "H", "H"],
  "xyz": [[0.644, 1.844, 4.021], [0.988, 2.174, 2.662], [-0.227, 2.146, 1.866], [1.977, 2.453, 2.314], [-1.314, 1.756, 2.743], [-0.760, 1.546, 4.070], [-1.319, 1.409, 4.991], [1.311, 1.934, 4.872], [-0.282, 2.365, 0.803], [-2.367, 1.712, 2.467], [0.106, 0.252, 2.606], [-0.476, -0.706, 0.973], [-1.384, -0.334, 0.488], [-0.332, -1.786, 0.981], [0.422, -0.174, 0.607], [-0.257, -1.156, -2.100], [1.297, -1.276, -3.150], [2.060, -0.087, -3.089], [1.657, 0.790, -2.571], [3.335, -0.028, -3.648], [3.909, 0.889, -3.562], [3.860, -1.130, -4.323], [4.846, -1.074, -4.784], [3.101, -2.304, -4.404], [3.511, -3.176, -4.915], [1.817, -2.385, -3.837], [1.220, -3.300, -3.931], [-1.432, -0.006, -3.032], [-1.262, 0.481, -4.352], [-0.517, 0.031, -5.021], [-2.055, 1.536, -4.838], [-1.876, 1.942, -5.838], [-3.099, 2.060, -4.062], [-3.732, 2.863, -4.448], [-3.344, 1.502, -2.805], [-4.177, 1.867, -2.206], [-2.556, 0.454, -2.319], [-2.818, -0.036, -1.379], [0.558, -0.558, -1.026], [-0.963, -2.297, -1.327], [-1.209, -0.984, 3.725], [-0.640, -1.144, 5.034], [0.688, -1.127, 5.141], [1.230, -1.414, 6.358], [1.667, -0.833, 3.753], [-2.172, -0.621, 3.780], [-1.264, -1.893, 3.257], [-1.249, -1.502, 5.792], [2.235, -1.320, 6.481], [0.646, -1.358, 7.181]],
  "forces_ev_per_a": [[-1.763, 0.978, 0.004], [-1.275, 0.296, -0.343], [-0.292, 1.052, 1.080], [-0.150, -0.194, -0.043], [1.026, 1.143, -0.608], [1.179, 2.636, 0.003], [0.093, -0.267, -0.330], [-0.077, -0.389, -0.224], [-0.100, -0.069, 0.220], [0.331, -0.176, -0.013], [-1.099, -2.924, 0.594], [0.376, 0.832, 0.469], [0.274, -0.202, 0.122], [-0.077, 0.129, 0.066], [-0.260, -0.360, -0.372], [0.254, -0.260, -1.237], [0.245, -0.560, -0.259], [0.140, -0.539, 0.000], [0.185, -0.242, -0.143], [-0.299, 0.102, -0.122], [-0.034, -0.090, -0.092], [-0.418, -0.341, 0.162], [-0.260, -0.076, 0.178], [-0.119, -0.046, -0.098], [-0.117, 0.261, 0.079], [0.270, 0.470, 0.069], [0.392, 0.320, 0.062], [-0.784, -0.058, 0.152], [0.131, 0.228, 0.286], [-0.073, 0.342, 0.448], [-0.175, -0.325, 0.173], [-0.053, -0.278, 0.336], [0.480, -0.376, 0.117], [0.274, -0.242, 0.167], [-0.215, -0.181, 0.042], [0.103, -0.109, -0.170], [0.299, 0.520, -0.374], [0.005, 0.265, -0.010], [-0.480, 0.521, 0.090], [0.432, 0.514, -0.889], [0.148, -0.546, 0.222], [-1.436, -0.221, 0.121], [1.265, -0.636, 1.230], [-0.624, 0.811, -1.838], [1.312, -1.412, 0.934], [0.550, -0.122, 0.258], [0.022, -0.069, 0.193], [0.533, 0.211, -0.788], [-0.272, -0.067, -0.038], [0.134, -0.259, 0.115]]
}



Record 4
{
  "formula": "C19H25N3O4S",
  "method": "wB97M-V/def2-TZVPD",
  "spin_multiplicity": 1,
  "total_charge": 0,
  "smiles": "CC(C)OC(=O)C[C@@H]1C(=O)NCCN1C(=S)NC(=O)CCc1ccccc1",
  "de_lowest_kj_mol": 54.47,
  "symbols": ["C", "C", "C", "O", "C", "O", "C", "C", "C", "O", "N", "C", "C", "N", "C", "S", "N", "C", "O", "C", "C", "C", "C", "C", "C", "C", "C", "H", "H", "H", "H", "H", "H", "H", "H", "H", "H", "H", "H", "H", "H", "H", "H", "H", "H", "H", "H", "H", "H", "H", "H", "H"],
  "xyz": [[-3.511, -1.299, -1.900], [-3.817, -1.153, -0.417], [-5.291, -0.866, -0.156], [-3.008, -0.067, 0.066], [-2.702, -0.059, 1.360], [-3.168, -0.790, 2.188], [-1.746, 1.084, 1.678], [-0.421, 1.034, 0.890], [0.350, 2.317, 1.242], [0.888, 2.445, 2.320], [0.344, 3.300, 0.323], [-0.138, 3.214, -1.040], [-1.155, 2.083, -1.150], [-0.587, 0.902, -0.539], [0.110, 0.052, -1.306], [0.384, 0.304, -2.919], [0.687, -1.092, -0.771], [0.206, -1.981, 0.165], [-0.842, -1.836, 0.745], [1.155, -3.135, 0.405], [2.310, -2.686, 1.324], [3.045, -1.501, 0.758], [2.930, -0.247, 1.341], [3.540, 0.857, 0.770], [4.277, 0.719, -0.394], [4.418, -0.532, -0.972], [3.808, -1.633, -0.398], [-4.057, -2.144, -2.309], [-3.802, -0.396, -2.432], [-2.447, -1.460, -2.050], [-3.513, -2.053, 0.132], [-5.897, -1.684, -0.534], [-5.466, -0.766, 0.912], [-5.588, 0.055, -0.653], [-1.506, 1.043, 2.740], [-2.270, 2.022, 1.480], [0.167, 0.199, 1.271], [0.878, 4.123, 0.570], [-0.593, 4.168, -1.320], [0.698, 3.013, -1.722], [-1.375, 1.875, -2.197], [-2.080, 2.329, -0.630], [1.451, -1.425, -1.350], [0.599, -3.937, 0.891], [1.552, -3.500, -0.543], [1.903, -2.433, 2.304], [2.995, -3.528, 1.446], [2.361, -0.122, 2.251], [3.432, 1.822, 1.240], [4.747, 1.579, -0.846], [5.002, -0.649, -1.872], [3.927, -2.608, -0.852]],
  "forces_ev_per_a": [[0.114, 0.102, 0.469], [-0.368, -0.442, -0.125], [0.401, 0.012, 0.145], [-0.197, 0.154, -0.337], [0.181, 0.499, 0.468], [-0.111, -0.172, 0.072], [-0.074, -0.401, -0.078], [0.067, -0.064, 0.654], [-0.104, -0.237, -0.231], [0.161, -0.153, 0.497], [0.113, 0.511, -0.084], [-0.116, -0.233, -0.412], [-0.048, 0.477, -0.260], [0.385, -0.337, -0.162], [-0.122, 0.162, -0.271], [0.159, -0.030, -0.632], [0.017, -0.010, 0.096], [0.180, -0.201, -0.280], [-0.173, -0.030, 0.282], [-0.082, -0.042, 0.281], [-0.001, -0.039, -0.117], [0.266, 0.003, 0.193], [0.058, -0.129, 0.036], [-0.003, 0.120, -0.002], [0.039, 0.082, -0.038], [0.017, -0.013, -0.109], [0.027, -0.037, 0.119], [-0.080, -0.083, -0.061], [-0.046, 0.094, -0.110], [0.119, -0.029, -0.073], [-0.034, 0.163, -0.105], [-0.097, -0.088, -0.057], [-0.063, -0.003, 0.050], [-0.049, 0.081, -0.086], [-0.049, 0.034, -0.108], [0.007, 0.000, 0.028], [-0.044, 0.247, -0.092], [-0.020, -0.169, 0.122], [-0.015, -0.096, 0.008], [-0.184, 0.032, 0.032], [-0.023, 0.059, 0.207], [0.026, -0.004, 0.015], [-0.171, 0.158, 0.128], [-0.034, 0.052, -0.123], [0.008, -0.021, -0.024], [0.029, -0.046, 0.015], [-0.047, 0.014, 0.069], [-0.099, 0.014, 0.107], [-0.020, 0.101, 0.048], [0.040, 0.071, -0.030], [0.046, -0.010, -0.074], [0.014, -0.121, -0.061]]
}